ORCA calculation (ωB97M-V with the def2-TZVPD basis set) on a molecular structure, C37H41Cl70NO3Si2 in a non-equilibrium geometry.

The geometry in XYZ format:
```
154
Properties=species:S:1:pos:R:3:lowdin_charge:R:1
C -0.9059 2.8048 1.4059 -0.126
O -1.7838 2.2321 2.3935 -0.215
C -1.6070 0.8078 2.5217 -0.206
C -2.8558 -0.0558 1.9665 -0.158
C -4.0485 0.8386 1.3695 -0.217
C -3.7375 1.1271 -0.1739 -0.201
C -4.4856 2.3984 -0.7898 -0.191
C -4.2435 3.7796 -0.0210 -0.195
C -3.2394 4.7916 -0.7424 -0.203
C -3.4914 4.9726 -2.3136 -0.206
C -2.4504 4.0315 -3.1040 -0.286
C -1.0280 4.7607 -3.3956 -0.260
Si 0.3502 3.6061 -2.7509 0.531
C 1.7508 4.6906 -1.9372 -0.264
C 1.3862 4.8378 -0.3812 -0.264
C 2.4001 5.8596 0.3542 -0.171
C 3.1091 5.1402 1.6176 -0.216
N 4.3460 4.4425 1.1193 -0.009
C 5.0464 3.9523 2.3292 -0.405
C 5.1283 2.4015 2.7069 -0.014
O 5.5847 4.8156 3.0700 0.021
O 1.1219 2.6322 -3.9657 -0.429
Si 0.0174 1.6998 -4.9000 0.513
C -0.2513 -0.1406 -4.5034 -0.695
Cl -1.3291 -1.0406 -5.7078 0.533
C 0.2212 -0.9439 -3.4559 -0.707
C -0.1681 -2.4971 -3.2775 -0.133
Cl 1.3280 -0.2883 -2.1944 0.549
H -1.4498 2.7751 0.4046 0.055
H 0.0767 2.2445 1.2644 0.089
H -0.6509 3.8945 1.6179 0.096
H -1.4860 0.6027 3.6477 0.094
H -0.6612 0.4014 2.0337 0.116
H -3.2671 -0.7303 2.7951 0.082
H -2.4385 -0.7434 1.1435 0.112
H -4.3014 1.7533 1.9884 0.075
H -4.9782 0.1589 1.3852 0.047
H -2.6019 1.1180 -0.3677 0.108
H -4.1326 0.2133 -0.7521 0.059
H -5.6124 2.1734 -0.7039 0.085
H -4.2585 2.4223 -1.9017 0.095
H -3.8371 3.6219 1.0440 0.101
H -5.2688 4.2722 0.1279 0.080
H -2.1350 4.5713 -0.5891 0.077
H -3.4189 5.8226 -0.2594 0.115
H -3.3562 6.0750 -2.5987 0.113
H -4.5648 4.6604 -2.5719 0.063
H -2.2710 3.1247 -2.4365 0.061
H -2.8755 3.6387 -4.0969 0.092
H -0.9108 5.1086 -4.4688 0.089
H -1.0206 5.6824 -2.7020 0.086
H -0.1813 2.6715 -1.7351 0.019
H 2.7691 4.1795 -2.0911 0.094
H 1.7201 5.7277 -2.4287 0.071
H 1.5169 3.8181 0.1094 0.089
H 0.3209 5.2275 -0.3144 0.092
H 1.7351 6.6956 0.7819 0.113
H 3.1774 6.3081 -0.3478 0.037
H 2.4377 4.3348 2.0680 0.118
H 3.3432 5.8943 2.4545 0.121
H 4.9116 5.1353 0.6147 0.107
H 5.5189 1.7976 1.8174 0.054
H 5.8944 2.3120 3.5380 0.078
H 4.1291 1.9877 3.0481 0.086
H 0.5324 1.7466 -6.2901 -0.029
H -1.2807 2.3725 -4.9325 -0.017
H -0.1586 -2.6681 -2.1405 0.078
H -1.2512 -2.6503 -3.5956 0.047
H 0.5632 -3.1845 -3.8121 0.077
C -2.6375 -0.3903 7.1638 -2.017
Cl -3.4705 0.3044 8.5703 0.515
Cl -1.1655 0.5444 6.8267 0.529
Cl -2.2037 -2.0772 7.5069 0.493
Cl -3.7127 -0.3315 5.7516 0.519
C -5.8181 -2.9348 -1.2081 -1.997
Cl -7.2896 -2.7956 -2.1935 0.517
Cl -4.4502 -2.2159 -2.0836 0.534
Cl -6.0526 -2.0809 0.3322 0.551
Cl -5.4790 -4.6473 -0.8866 0.489
C 4.1570 -1.9924 -4.3450 -1.984
Cl 3.7008 -2.9272 -2.9046 0.499
Cl 5.9268 -1.8840 -4.4532 0.518
Cl 3.5242 -2.8214 -5.7831 0.513
Cl 3.4757 -0.3526 -4.2637 0.498
C -7.5149 2.7172 3.1177 -2.018
Cl -7.8753 1.8056 1.6361 0.517
Cl -6.3674 1.7985 4.1142 0.519
Cl -6.8026 4.2862 2.6894 0.536
Cl -9.0152 2.9779 4.0311 0.524
C 4.6924 0.4170 -8.3613 -2.012
Cl 6.0576 0.6975 -7.2604 0.512
Cl 4.7170 -1.2692 -8.9177 0.473
Cl 3.1690 0.7358 -7.5073 0.496
Cl 4.8261 1.5039 -9.7596 0.523
C 4.1520 -3.3365 1.4010 -1.995
Cl 4.2032 -4.5499 0.1131 0.505
Cl 3.2697 -1.9128 0.8133 0.509
Cl 3.3188 -4.0088 2.8178 0.484
Cl 5.8040 -2.8697 1.8520 0.490
C 8.9284 -0.7003 0.9068 -1.985
Cl 8.4517 -1.6272 2.3440 0.470
Cl 10.6947 -0.5196 0.8784 0.495
Cl 8.3960 -1.5593 -0.5538 0.529
Cl 8.1678 0.9029 0.9604 0.526
C -5.2135 -4.6374 8.8692 -2.002
Cl -3.7243 -5.2297 8.1021 0.465
Cl -6.6183 -5.1597 7.9154 0.514
Cl -5.3340 -5.3005 10.5119 0.529
Cl -5.1809 -2.8635 8.9488 0.499
C -7.8871 4.4956 -3.6718 -2.028
Cl -6.4568 3.8638 -4.5122 0.526
Cl -9.3531 4.0123 -4.5496 0.520
Cl -7.9369 3.8341 -2.0239 0.514
Cl -7.7978 6.2676 -3.5981 0.518
C 3.7335 8.8186 -3.0063 -2.027
Cl 4.8017 10.2109 -3.2754 0.522
Cl 2.3202 9.3297 -2.0601 0.515
Cl 3.1966 8.1723 -4.5705 0.517
Cl 4.6149 7.5589 -2.1175 0.533
C 11.4766 -2.4624 5.0471 -2.012
Cl 10.8809 -4.0711 4.5876 0.521
Cl 10.0979 -1.3976 5.3869 0.488
Cl 12.4861 -2.5988 6.5014 0.526
Cl 12.4470 -1.7892 3.7161 0.492
C -3.8610 -9.3561 6.8873 -2.012
Cl -2.2959 -9.2976 7.7252 0.518
Cl -3.5984 -9.7087 5.1665 0.508
Cl -4.8689 -10.6310 7.6040 0.517
Cl -4.6812 -7.7901 7.0559 0.468
C -7.4422 -7.9588 -2.6854 -2.009
Cl -5.9777 -8.5996 -3.4594 0.522
Cl -8.8696 -8.4457 -3.6244 0.519
Cl -7.5716 -8.6040 -1.0354 0.479
Cl -7.3476 -6.1870 -2.6201 0.470
C 10.8544 2.8893 3.3206 -2.009
Cl 9.3073 3.3219 4.0773 0.523
Cl 10.7753 3.2230 1.5776 0.503
Cl 12.1591 3.8513 4.0467 0.526
Cl 11.1777 1.1622 3.5810 0.446
C 3.6240 -7.9289 3.9240 -2.015
Cl 4.9248 -7.6150 5.0916 0.519
Cl 3.7443 -9.6022 3.3392 0.516
Cl 2.0505 -7.6892 4.7124 0.515
Cl 3.7752 -6.8077 2.5554 0.461
C 2.8882 -3.9562 -11.6069 -2.027
Cl 2.1821 -5.5320 -12.0204 0.518
Cl 1.5889 -2.7978 -11.2568 0.517
Cl 3.9261 -4.1298 -10.1762 0.486
Cl 3.8573 -3.3646 -12.9720 0.518
C -7.4199 -10.9231 2.6519 -2.021
Cl -8.0199 -10.7927 4.3180 0.517
Cl -5.8278 -11.7078 2.6563 0.511
Cl -8.5562 -11.8873 1.6865 0.522
Cl -7.2709 -9.3003 1.9457 0.483
```

E_HOMO	-9.40	eV
HOMO-LUMO gap	9.27	eV
net charge	0
total energy	-34507.000775	Eh